Formula: C10H13O3
Source: the OMol25 dataset
Level of theory: ωB97M-V/def2-TZVPD

```
! wB97M-V def2-TZVPD RIJCOSX def2/J DEFGRID3
* xyz -1 1
C 1.638 2.992 0.579
C 0.566 2.956 -0.428
C 3.006 2.712 0.098
O 3.959 3.543 -0.138
O 3.231 1.428 0.001
H 1.530 3.992 1.028
H 1.529 2.314 1.450
H 0.931 3.121 -1.450
H -0.387 3.398 -0.314
H 0.019 1.948 -0.385
C -2.826 -3.349 -0.753
C -0.861 -0.443 1.114
C 0.469 -0.709 0.534
C -1.916 -1.290 0.848
C -1.876 -2.365 -0.177
C 0.482 -1.695 -0.496
C -0.595 -2.522 -0.815
O 1.601 -0.197 1.017
H -1.079 0.265 1.927
H -2.867 -1.159 1.354
H 1.529 -1.996 -0.887
H 2.047 0.800 0.306
H -3.380 -3.754 0.117
H -2.574 -3.972 -1.694
H -0.503 -3.408 -1.447
H -3.673 -2.613 -1.386
*
```

Properties
Highest occupied orbital energy: -4.32 eV

Here are the Löwdin charges for atoms 1 to 5, given in e:
1. C -0.230
2. C -0.111
3. C -0.608
4. O -0.062
5. O -0.049

---

Formula: C39H48F2N3P2PdSe2Si
Source: the OMol25 dataset
Level of theory: ωB97M-V/def2-TZVPD

```
! wB97M-V def2-TZVPD RIJCOSX def2/J DEFGRID3
* xyz 1 5
Pd 0.033 2.171 0.354
Se -3.696 -1.106 -4.587
P -2.444 -2.199 -3.203
C -1.198 -3.069 -4.144
C -0.490 -2.316 -5.089
C 0.451 -2.938 -5.888
C 0.687 -4.300 -5.746
C -0.012 -5.044 -4.806
C -0.965 -4.436 -4.005
C -3.389 -3.369 -2.212
C -4.010 -4.436 -2.873
C -4.757 -5.351 -2.153
C -4.911 -5.192 -0.780
C -4.333 -4.112 -0.131
C -3.572 -3.195 -0.842
C -1.826 -0.958 -2.078
C -1.040 -0.957 -0.888
N -1.363 0.118 -0.173
N -2.141 0.925 -1.075
N -2.588 0.141 -2.182
P 0.501 -1.731 -0.246
Se 1.556 -0.266 0.884
C 0.006 -3.207 0.658
C -0.378 -4.360 -0.031
C -0.801 -5.476 0.674
C -0.851 -5.437 2.062
C -0.468 -4.291 2.746
C -0.034 -3.172 2.048
C 1.587 -2.190 -1.610
C 2.347 -3.354 -1.546
C 3.408 -3.527 -2.427
C 3.708 -2.543 -3.356
C 2.945 -1.382 -3.420
C 1.885 -1.200 -2.549
H -0.687 -1.254 -5.194
H 0.998 -2.359 -6.621
H 1.425 -4.784 -6.374
H 0.177 -6.104 -4.698
H -1.522 -5.020 -3.286
H -3.920 -4.538 -3.949
H -5.227 -6.182 -2.663
H -5.498 -5.908 -0.217
H -4.468 -3.977 0.935
H -3.132 -2.353 -0.327
H -0.332 -4.382 -1.115
H -1.089 -6.376 0.143
H -1.184 -6.309 2.612
H -0.498 -4.270 3.829
H 0.285 -2.277 2.569
H 2.136 -4.104 -0.794
H 4.012 -4.425 -2.369
H 4.542 -2.680 -4.034
H 3.191 -0.604 -4.133
H 1.316 -0.277 -2.568
C 3.208 5.121 2.288
C 2.715 3.767 1.756
C 2.952 3.718 0.235
C 3.565 2.655 2.387
Si 0.826 3.522 2.184
C -0.234 5.110 1.756
C -0.045 6.220 2.799
C 0.207 5.648 0.384
C -1.729 4.763 1.657
C 0.524 2.923 3.995
C 1.363 3.757 4.976
C 0.881 1.436 4.131
C -0.957 3.067 4.361
H 4.275 5.238 2.055
H 3.097 5.195 3.374
H 2.681 5.963 1.833
H 4.030 3.636 0.039
H 2.593 4.614 -0.269
H 2.487 2.853 -0.234
H 4.617 2.816 2.119
H 3.286 1.667 2.019
H 3.503 2.645 3.476
H 1.004 6.507 2.904
H -0.418 5.928 3.784
H -0.602 7.116 2.490
H 1.225 6.042 0.406
H -0.455 6.472 0.087
H 0.149 4.887 -0.394
H -2.171 4.534 2.626
H -1.900 3.914 0.998
H -2.272 5.621 1.239
H 2.434 3.591 4.850
H 1.105 3.471 6.005
H 1.169 4.829 4.873
H 1.921 1.225 3.877
H 0.251 0.824 3.484
H 0.717 1.114 5.170
H -1.274 4.111 4.406
H -1.123 2.631 5.355
H -1.600 2.533 3.655
F -0.439 1.660 -2.468
C -1.113 2.107 -1.379
F -1.888 3.125 -1.808
H -2.937 1.360 -0.613
*
```

Properties
Highest occupied orbital energy (alpha / beta): -9.12 / -10.39 eV

Here are the Löwdin charges for atoms 1 to 5, given in e:
1. Pd 0.544
2. Se 0.672
3. P 0.676
4. C -0.361
5. C -0.102

---

Formula: C36H27N8PPd
Source: the OMol25 dataset
Level of theory: ωB97M-V/def2-TZVPD

```
! wB97M-V def2-TZVPD RIJCOSX def2/J DEFGRID3
* xyz 0 1
Pd -0.412 -0.478 -0.695
C -2.111 -2.758 5.585
C -0.753 -3.011 5.745
C 0.170 -2.631 4.772
C -0.318 -1.994 3.651
C 0.341 -1.447 2.437
N 1.681 -1.577 2.203
C 2.253 -0.923 1.227
C 3.722 -1.043 1.007
C 4.688 -1.821 1.610
C 5.995 -1.683 1.148
C 6.311 -0.779 0.136
C 5.330 0.019 -0.448
C 4.037 -0.144 0.001
C 2.758 0.525 -0.357
N 2.749 1.564 -1.156
C 1.612 2.286 -1.309
N 0.379 1.869 -1.196
C -0.461 2.986 -1.260
N -1.715 3.048 -1.003
C -2.385 1.931 -0.533
N -1.852 0.969 0.136
C -2.844 -0.124 0.282
N -2.899 -0.731 1.601
C -1.815 -1.056 2.175
N -0.523 -0.897 1.646
C -1.679 -1.742 3.489
C -2.596 -2.117 4.446
C -4.142 0.512 -0.143
C -5.445 0.059 -0.098
C -6.435 0.875 -0.635
C -6.125 2.108 -1.208
C -4.815 2.564 -1.247
C -3.837 1.749 -0.702
C 0.358 4.179 -1.600
C 0.033 5.498 -1.827
C 1.084 6.377 -2.087
C 2.403 5.937 -2.100
C 2.722 4.602 -1.852
C 1.674 3.741 -1.609
N 1.730 -0.038 0.324
H -2.801 -3.064 6.360
H -0.409 -3.510 6.642
H 1.227 -2.825 4.888
H 4.433 -2.509 2.405
H 6.782 -2.284 1.584
H 7.338 -0.693 -0.194
H 5.565 0.739 -1.221
H -3.651 -1.917 4.316
H -5.689 -0.894 0.355
H -7.468 0.552 -0.606
H -6.920 2.717 -1.617
H -4.561 3.524 -1.677
H -0.995 5.833 -1.804
H 0.872 7.420 -2.280
H 3.195 6.647 -2.302
H 3.746 4.253 -1.848
C 0.758 -3.602 -0.927
P 0.302 -2.149 -1.924
C 1.830 -1.803 -2.849
C -0.789 -2.855 -3.195
H 1.113 -4.423 -1.554
H -0.107 -3.932 -0.351
H 1.541 -3.321 -0.222
H 2.169 -2.688 -3.392
H 2.612 -1.488 -2.158
H 1.653 -0.990 -3.553
H -0.304 -3.682 -3.716
H -1.053 -2.078 -3.912
H -1.709 -3.215 -2.733
C -2.302 -1.114 -0.796
H -2.761 -0.908 -1.764
H -2.486 -2.151 -0.510
*
```

Properties
Highest occupied orbital energy: -7.40 eV

Here are the Löwdin charges for atoms 1 to 5, given in e:
1. Pd 0.677
2. C -0.077
3. C -0.078
4. C -0.013
5. C -0.103